Record 1
Molecular formula: C9H27BCuNO3
Method: DFT, wB97M-V/def2-TZVPD

Computed properties:
- energy relative to the best compared isomer or geometry (same formula, charge and spin) (kcal/mol) = 0.0
- LUMO energy (eV) = 0.5

ORCA input file:
```
! wB97M-V def2-TZVPD RIJCOSX def2/J DEFGRID3
* xyz 0 1
Cu 0.59057 -0.66773 0.66190
B 2.27930 -1.97418 1.91609
H 1.81677 -2.52771 2.83080
H 1.72425 -2.28586 0.94058
H 2.15453 -0.80423 1.98916
H 3.41748 -2.20371 1.83722
C -2.01949 0.48151 2.33130
O -0.76036 0.78018 1.74736
C -0.36732 2.12817 1.75664
C 1.15038 2.22725 1.71713
N 1.75845 1.44049 0.65213
C 1.57328 2.02582 -0.69291
C 1.97828 1.00437 -1.73190
O 1.32201 -0.23045 -1.48292
C 1.80005 -1.24006 -2.35137
H -2.12561 -0.58948 2.46277
H -2.80273 0.89460 1.68798
H -2.07177 0.96952 3.30909
H -0.81809 2.72676 2.55199
H -0.76159 2.60958 0.84630
H 1.50396 1.84310 2.67923
H 1.46772 3.27901 1.72709
H 2.76093 1.41583 0.80084
H 2.16322 2.94701 -0.78163
H 0.54385 2.35734 -0.83885
H 3.05896 0.82019 -1.70147
H 1.69253 1.37161 -2.72479
H 1.13269 -2.08929 -2.21878
H 2.84042 -1.49315 -2.13706
H 1.73759 -0.95446 -3.40899
C -1.85748 0.08312 -1.56143
C -2.38002 -1.09688 -0.77489
C -3.14024 -2.11612 -1.64310
O -1.30373 -1.79283 -0.13153
H -1.38598 -0.17520 -2.50579
H -1.15335 0.62315 -0.92695
H -2.73526 0.71295 -1.72403
H -3.08010 -0.75510 -0.00458
H -3.73826 -2.78214 -1.00877
H -2.42631 -2.75653 -2.15848
H -3.89192 -1.65375 -2.28458
H -1.64762 -2.55270 0.34922
*
```

Atom charges from the Mulliken analysis, given in e for atoms 1 to 6: number 1, Cu, carries 0.279; number 2, B, carries 0.356; number 3, H, carries -0.282; number 4, H, carries -0.165; number 5, H, carries -0.283; number 6, H, carries -0.232

Record 2
Molecular formula: C9H27CeClIP2S
Method: DFT, wB97M-V/def2-TZVPD

Computed properties:
- LUMO energy (spin up / spin down) (eV) = -7.3 / -7.3

ORCA input file:
```
! wB97M-V def2-TZVPD RIJCOSX def2/J DEFGRID3
* xyz 2 2
C -1.40793 -0.04122 -5.17688
I -1.55986 0.12195 -2.92309
H -0.37728 0.03850 -5.53117
H -2.01539 0.78195 -5.55646
H -1.84422 -1.00452 -5.44918
Ce 0.02731 -0.02972 -0.36955
P 0.19677 2.89890 -0.33441
C -1.27472 3.98842 -0.30957
C 1.28468 3.73092 0.87551
H 1.31991 4.80835 0.66824
H 1.03914 4.55161 -1.86582
H 2.29571 3.30834 0.79288
H 1.95313 3.01985 -2.00955
H -1.79194 3.85579 0.64707
H 0.88559 3.56440 1.88428
C 0.95705 3.46060 -1.89753
H -0.97075 5.03345 -0.42409
H 0.32766 3.17021 -2.74636
H -1.93583 3.70207 -1.13680
P 0.18720 -2.94254 0.08962
C -1.26311 -4.04207 0.30205
C 0.97234 -3.73902 -1.35631
H 2.30058 -3.14651 1.25989
H 1.34817 -4.65587 1.37944
H 0.89841 -3.24771 2.38627
C 1.29338 -3.55931 1.41125
H 1.96123 -3.30361 -1.53463
H 1.07858 -4.81080 -1.15935
H -0.95344 -5.09105 0.34742
H -1.93797 -3.89859 -0.55023
H 0.34363 -3.60027 -2.24299
H -1.77440 -3.77196 1.23280
Cl 2.40915 -0.08472 -1.17049
C 0.79772 0.29804 3.97973
S 0.07879 0.12949 2.34089
C -1.66930 -0.09196 2.76611
H 1.88047 0.41587 3.86009
H 0.58951 -0.61291 4.55402
H 0.38044 1.19571 4.45160
H -1.77027 -1.00567 3.36402
H -2.00630 0.80165 3.30517
H -2.25386 -0.19601 1.84611
*
```

Atom charges from the Mulliken analysis, given in e for atoms 1 to 6: number 1, C, carries -0.809; number 2, I, carries 0.237; number 3, H, carries 0.340; number 4, H, carries 0.325; number 5, H, carries 0.340; number 6, Ce, carries 0.238

Record 3
Molecular formula: C9H27ClI2O3P3Tl
Method: DFT, wB97M-V/def2-TZVPD

Computed properties:
- energy relative to the best compared isomer or geometry (same formula, charge and spin) (kcal/mol) = 36.6
- LUMO energy (spin up / spin down) (eV) = -10.5 / -10.7

ORCA input file:
```
! wB97M-V def2-TZVPD RIJCOSX def2/J DEFGRID3
* xyz 2 1
I 0.67712 0.12813 -2.82432
I -1.10800 1.66967 2.10158
Tl -0.26892 1.03258 -0.42172
P 1.74620 2.25659 -0.07622
C 3.08613 1.28725 0.69784
C 2.48202 2.94105 -1.59779
H 3.26596 3.65739 -1.33128
H 2.47424 4.34197 0.90796
H 1.69167 3.44067 -2.16367
H 0.70367 4.30343 0.62117
H 3.31983 0.42979 0.06038
H 2.89495 2.13679 -2.20827
C 1.56603 3.73412 0.97722
H 3.98432 1.89850 0.83002
H 1.38641 3.43727 2.01149
H 2.74724 0.92318 1.67182
P -2.43242 0.19031 -0.95888
C -2.67889 -1.56608 -0.52418
C -3.81259 1.07224 -0.15761
H -2.61912 1.30415 -3.07758
H -3.93612 0.10694 -2.85049
H -2.28214 -0.42446 -3.29913
C -2.86519 0.29867 -2.72704
H -3.66310 2.14493 -0.30523
H -4.75755 0.75721 -0.61224
H -3.68593 -1.89800 -0.79524
H -2.53123 -1.69323 0.55187
H -3.81924 0.86457 0.91332
H -1.94013 -2.17095 -1.05755
Cl -1.09144 3.09753 -1.35233
C 2.13543 -2.41661 -1.06375
O 2.24767 -1.51015 0.00925
P 0.74360 -1.28655 0.77928
O 1.42803 -2.56509 1.70842
C 0.80880 -3.80497 1.44252
O -0.75348 -1.04614 1.54126
C -0.82144 -1.56115 2.85191
H 2.72414 -2.01529 -1.91315
H 1.09723 -2.58108 -1.42438
H 2.58563 -3.38761 -0.77403
H -0.07638 -3.74765 0.77202
H 1.55618 -4.49586 1.00667
H 0.47848 -4.24579 2.40676
H -1.67696 -1.06946 3.36265
H 0.07954 -1.33349 3.45678
H -1.09023 -2.63528 2.83385
*
```

Atom charges from the Mulliken analysis, given in e for atoms 1 to 6: number 1, I, carries -0.078; number 2, I, carries -0.014; number 3, Tl, carries 1.043; number 4, P, carries 0.563; number 5, C, carries -1.246; number 6, C, carries -1.288

Record 4
Molecular formula: C9H27CrNO6
Method: DFT, wB97M-V/def2-TZVPD

Computed properties:
- LUMO energy (spin up / spin down) (eV) = -3.7 / -3.6

ORCA input file:
```
! wB97M-V def2-TZVPD RIJCOSX def2/J DEFGRID3
* xyz 1 4
Cr 9.07644 -4.83441 -19.82313
C 13.82395 -4.53180 -20.32534
C 13.03982 -3.31834 -20.89888
C 13.90510 -2.58951 -21.94787
C 14.14340 -3.42282 -23.19491
C 12.81157 -3.84824 -23.81891
C 11.70448 -4.36003 -22.86545
N 11.76230 -3.63487 -21.57870
O 10.64645 -3.88022 -20.82716
C 12.00433 -5.83922 -22.55111
C 10.38721 -4.30924 -23.62489
C 12.81270 -2.25621 -19.80812
H 14.49231 -4.92182 -21.08602
H 13.10303 -5.25688 -19.95014
H 14.43934 -4.19206 -19.49119
H 14.88420 -2.37077 -21.51381
H 13.48705 -1.62690 -22.25001
H 14.71311 -4.30752 -22.90101
H 14.77222 -2.89917 -23.91459
H 13.02051 -4.65282 -24.52610
H 12.45422 -2.97705 -24.37332
H 13.07142 -6.06358 -22.54812
H 11.68086 -6.47401 -23.38761
H 11.44651 -6.27389 -21.72248
H 10.01234 -3.31714 -23.88383
H 9.59425 -4.78771 -23.04391
H 10.45349 -4.92106 -24.52389
H 13.67233 -1.77301 -19.34836
H 12.24952 -2.70726 -18.98324
H 12.15220 -1.48066 -20.20115
O 9.62621 -6.59303 -20.25991
H 9.80080 -7.52639 -20.23300
O 8.37652 -2.92494 -19.39035
H 7.60670 -2.65290 -18.87511
H 8.94790 -2.14268 -19.42563
O 10.27976 -4.79953 -18.15669
H 10.11413 -4.40084 -17.29471
H 11.05736 -5.35960 -18.03399
O 7.76111 -5.59902 -18.46183
H 7.87031 -6.39257 -17.92156
H 6.99756 -5.14158 -18.08662
O 7.79454 -4.64126 -21.42225
H 7.80257 -3.94831 -22.09548
H 7.26994 -5.35946 -21.79974
*
```

Atom charges from the Mulliken analysis, given in e for atoms 1 to 6: number 1, Cr, carries 0.431; number 2, C, carries -1.551; number 3, C, carries 1.481; number 4, C, carries -1.189; number 5, C, carries -0.712; number 6, C, carries -1.292

Record 5
Molecular formula: C9H27NO4
Method: DFT, wB97M-V/def2-TZVPD

Computed properties:
- LUMO energy (spin up / spin down) (eV) = -2.7 / -8.8

ORCA input file:
```
! wB97M-V def2-TZVPD RIJCOSX def2/J DEFGRID3
* xyz 1 2
C -14.30215 9.91831 0.16479
C -14.16225 9.66758 -1.40229
O -14.84787 8.46133 -1.55154
H -14.37773 9.08784 0.86672
H -15.08881 10.63770 0.39226
H -13.38299 10.43214 0.44627
H -13.14523 9.49511 -1.75446
H -14.67123 10.41565 -2.01009
H -14.19324 7.77727 -1.39306
C -10.50539 8.02953 -2.73015
C -10.74317 7.61004 -1.25363
O -11.89281 6.79539 -1.26600
H -10.20652 7.18375 -3.34937
H -9.68546 8.74367 -2.80640
H -11.33451 8.46360 -3.28895
H -10.78365 8.55675 -0.71494
H -9.90277 7.06919 -0.81853
H -11.96661 6.25740 -0.47434
C -18.23578 8.54193 2.56650
C -18.01895 7.15686 2.03534
C -16.53302 6.96915 1.49734
O -16.45758 5.80861 0.65092
C -17.02614 5.88457 -0.62833
N -18.17976 6.36468 3.24016
H -17.65517 9.31587 2.06448
H -17.90642 8.66582 3.59814
H -19.28848 8.82052 2.51853
H -18.74778 7.00866 1.23850
H -15.87063 6.73788 2.33152
H -16.14878 7.85706 0.99526
H -16.34208 6.33139 -1.34980
H -17.91980 6.50287 -0.71298
H -17.25828 4.95496 -1.14799
H -17.74267 5.50271 2.94679
H -17.43494 6.64868 3.86039
C -16.72482 7.59809 -4.07000
O -17.08474 8.63950 -3.15768
H -17.31426 6.68940 -3.94775
H -17.03225 8.08819 -4.99379
H -15.64584 7.44378 -4.07924
H -16.35338 8.75037 -2.54578
*
```

Atom charges from the Mulliken analysis, given in e for atoms 1 to 6: number 1, C, carries -1.096; number 2, C, carries -0.036; number 3, O, carries -0.283; number 4, H, carries 0.190; number 5, H, carries 0.346; number 6, H, carries 0.435

Number 1: E_tot -2304.7923 Eh. Number 2: E_tot -2672.5372 Eh. Number 3: E_tot -2836.2169 Eh. Number 4: E_tot -1909.5080 Eh. Number 5: E_tot -714.3700 Eh.